1.
DFT (the ωB97M-V functional and the def2-TZVPD basis) results for C43H65N2O3P2PdSSi3 as an isolated structure in a non-equilibrium geometry.

The total charge is -1. Its multiplicity is 3. The value obtained for the HOMO energy (alpha / beta) is -0.169 / -0.182 hartree. For the total energy, the calculation gives -111304.5948 eV. The energy above the lowest of the compared OMol25 structures with the same formula, charge and spin comes out at 93.0 kJ/mol.

Each line ends with the Mulliken spin population.
Geometry (Å):
Pd 0.992 0.131 -0.826  0.885
C 1.643 1.414 2.215  0.040
Si 0.216 0.201 2.274  0.001
C -1.356 1.202 2.205  0.001
C 0.299 -0.594 3.969  0.011
N 0.170 -0.987 1.016  0.172
P 1.264 -2.126 0.671  -0.047
C 1.821 -2.182 -0.954  0.552
P 0.672 -2.174 -2.230  -0.012
N -0.539 -1.164 -1.944  0.214
Si -1.629 -0.113 -2.783  -0.008
C -3.209 -1.037 -3.201  0.013
C -2.172 1.263 -1.649  0.010
C -0.877 0.494 -4.375  -0.002
C 1.726 -1.832 -3.730  -0.018
C 1.908 -2.762 -4.753  -0.014
C 2.772 -2.513 -5.817  0.000
C 3.473 -1.321 -5.882  -0.001
C 3.312 -0.385 -4.866  0.003
C 2.461 -0.645 -3.805  0.026
C -0.162 -3.727 -2.761  0.002
C -1.006 -3.695 -3.874  0.012
C -1.757 -4.805 -4.226  -0.002
C -1.687 -5.967 -3.463  0.004
C -0.858 -6.010 -2.356  0.004
C -0.100 -4.894 -2.011  -0.019
C 0.630 -3.725 1.299  0.048
C -0.649 -3.812 1.834  0.011
C -1.162 -5.045 2.231  0.004
C -0.396 -6.194 2.099  0.003
C 0.888 -6.115 1.568  0.015
C 1.394 -4.888 1.168  0.005
C 2.815 -1.945 1.659  -0.006
C 3.818 -1.087 1.203  0.053
C 4.990 -0.917 1.920  0.007
C 5.195 -1.617 3.105  0.001
C 4.215 -2.481 3.566  0.000
C 3.033 -2.640 2.847  -0.005
H 1.356 2.333 2.739  0.003
H 1.909 1.716 1.199  -0.018
H 2.540 1.010 2.690  0.001
H -1.587 1.602 3.198  0.000
H -2.199 0.590 1.871  0.000
H -1.259 2.046 1.514  0.000
H 0.461 0.164 4.744  0.001
H 1.110 -1.322 4.035  -0.001
H -0.640 -1.112 4.193  0.000
H -3.672 -1.412 -2.283  -0.001
H -3.041 -1.886 -3.865  0.000
H -3.921 -0.360 -3.690  0.000
H -3.214 1.117 -1.346  0.002
H -2.067 2.249 -2.110  0.003
H -1.556 1.257 -0.748  -0.007
H -0.986 -0.250 -5.171  0.000
H 0.187 0.685 -4.228  0.000
H -1.330 1.433 -4.709  -0.002
H 1.391 -3.709 -4.727  -0.001
H 2.894 -3.260 -6.593  0.000
H 4.145 -1.124 -6.709  0.000
H 3.854 0.554 -4.896  0.001
H 2.368 0.106 -3.029  -0.015
H -1.071 -2.792 -4.470  0.003
H -2.405 -4.764 -5.093  0.000
H -2.280 -6.833 -3.735  0.000
H -0.801 -6.906 -1.750  0.000
H 0.546 -4.932 -1.143  0.002
H -1.242 -2.908 1.909  0.008
H -2.163 -5.107 2.640  0.000
H -0.799 -7.153 2.402  0.000
H 1.489 -7.010 1.462  0.001
H 2.390 -4.821 0.743  -0.006
H 3.682 -0.569 0.263  -0.019
H 5.752 -0.242 1.550  0.000
H 6.118 -1.493 3.659  0.000
H 4.365 -3.034 4.486  0.000
H 2.270 -3.308 3.226  0.000
C 3.673 3.610 -4.423  0.003
C 2.286 4.095 -4.819  -0.003
C 1.449 2.935 -5.349  0.004
C 2.379 5.195 -5.867  -0.001
O 1.696 4.683 -3.658  0.004
Si 0.670 4.066 -2.519  0.009
S 1.501 2.370 -1.684  0.057
O 0.491 5.280 -1.413  0.008
C 1.410 6.148 -0.756  0.001
C 1.955 7.180 -1.737  0.001
C 0.604 6.834 0.335  0.000
C 2.550 5.338 -0.146  0.002
O -0.838 3.858 -3.145  0.001
C -1.817 4.825 -3.529  0.000
C -2.739 4.115 -4.508  0.000
C -1.175 6.035 -4.204  0.000
C -2.586 5.260 -2.287  0.000
H 4.182 3.155 -5.277  0.000
H 3.586 2.874 -3.622  -0.001
H 4.273 4.449 -4.062  0.000
H 1.893 2.540 -6.265  0.000
H 0.430 3.264 -5.567  0.000
H 1.393 2.129 -4.614  0.001
H 2.926 4.843 -6.745  0.000
H 2.897 6.063 -5.452  0.000
H 1.382 5.507 -6.183  0.000
H 1.143 7.793 -2.139  0.000
H 2.460 6.690 -2.570  0.000
H 2.661 7.838 -1.223  0.000
H -0.242 7.366 -0.106  0.000
H 1.225 7.549 0.881  0.000
H 0.218 6.092 1.037  0.000
H 3.133 4.842 -0.925  -0.003
H 2.155 4.561 0.510  -0.001
H 3.212 5.994 0.427  0.000
H -2.170 3.738 -5.361  0.000
H -3.505 4.805 -4.873  0.000
H -3.233 3.270 -4.023  0.000
H -0.561 5.720 -5.050  0.000
H -0.536 6.578 -3.505  0.000
H -1.955 6.708 -4.567  0.000
H -3.116 4.414 -1.848  0.000
H -3.316 6.033 -2.546  0.000
H -1.894 5.659 -1.545  0.000

Cartesian forces, eV/Å:
-0.720 -0.175 0.034
0.230 0.085 -0.062
-0.054 -0.156 -0.039
-0.206 0.102 -0.090
-0.180 -0.215 0.166
0.927 0.358 -0.130
0.232 -0.261 0.206
-0.718 0.270 0.195
-0.028 -0.132 -0.532
0.517 0.679 -0.326
0.051 -0.435 0.231
-0.139 -0.107 -0.094
-0.032 0.207 0.162
0.041 0.181 -0.190
-0.013 -0.061 -0.011
0.038 0.059 0.034
-0.044 0.038 0.063
-0.016 0.023 0.057
0.018 -0.040 -0.075
-0.125 0.024 0.064
0.002 -0.108 0.298
0.032 -0.038 0.037
0.026 0.014 0.021
-0.001 0.044 -0.039
0.054 0.056 0.029
0.100 -0.017 -0.001
-0.001 -0.073 -0.110
-0.003 -0.044 -0.071
0.048 0.047 -0.012
-0.008 0.036 -0.010
-0.017 0.067 -0.005
0.019 0.022 0.068
-0.005 -0.110 0.017
-0.046 -0.051 -0.034
0.015 -0.035 0.066
-0.015 0.033 -0.052
-0.086 0.015 -0.060
0.005 0.109 0.075
0.001 -0.069 0.061
0.001 0.026 -0.037
-0.024 0.017 -0.001
-0.002 0.017 -0.063
0.026 0.038 0.038
-0.030 -0.057 0.014
-0.026 -0.026 -0.043
-0.031 0.066 0.032
0.079 0.006 0.034
0.009 0.006 -0.055
-0.067 0.001 0.005
0.047 -0.036 0.054
0.025 0.003 -0.002
0.016 -0.173 0.071
-0.050 0.064 0.015
0.058 0.019 0.001
-0.133 -0.076 -0.022
-0.019 -0.082 0.011
-0.048 -0.063 0.015
-0.008 -0.004 0.015
-0.015 0.005 0.006
-0.019 -0.030 0.013
-0.014 -0.018 0.025
0.011 0.007 -0.010
0.002 0.011 0.001
0.003 0.016 0.000
0.013 0.014 0.007
-0.022 0.009 -0.025
0.002 -0.010 0.011
0.000 0.008 -0.007
0.007 0.016 0.007
0.003 0.008 -0.004
-0.009 -0.007 0.000
-0.042 0.022 -0.080
-0.010 -0.006 -0.002
-0.008 0.007 -0.004
-0.015 0.003 -0.016
0.019 -0.034 0.001
0.134 -0.088 -0.051
-0.014 -0.135 0.103
0.002 0.034 0.044
0.015 0.071 -0.027
-0.241 0.203 -0.092
0.097 -0.007 0.287
0.117 -0.376 0.069
-0.117 0.095 -0.313
0.091 -0.228 0.002
0.008 0.051 -0.077
-0.037 0.063 0.109
0.072 0.016 0.021
0.215 -0.071 -0.041
0.059 0.038 0.070
-0.114 -0.042 -0.055
0.078 0.014 0.032
-0.065 0.092 0.041
0.004 0.021 0.019
0.010 0.021 -0.011
-0.007 -0.007 -0.002
-0.002 -0.019 0.009
0.038 -0.010 0.003
0.096 0.169 -0.103
-0.017 0.010 0.032
-0.006 -0.024 -0.019
0.028 0.007 0.012
0.017 -0.034 0.018
-0.029 0.024 0.081
-0.003 0.017 -0.026
0.026 -0.007 0.014
-0.028 -0.018 0.000
0.015 0.023 -0.022
-0.019 0.037 0.025
0.011 0.034 -0.015
-0.009 -0.016 -0.006
-0.005 0.033 0.012
-0.007 -0.036 -0.004
0.050 0.019 -0.017
-0.039 -0.002 0.009
-0.041 -0.046 -0.047
0.009 0.019 0.005
0.023 -0.028 -0.003
-0.008 -0.027 0.010
-0.030 -0.003 -0.041

***

2.
DFT (the ωB97M-V functional and the def2-TZVPD basis) results for C43H67BaIN12O2 as an isolated structure.

The value obtained for the HOMO energy is -0.229 hartree. For the total energy, the calculation gives -76450.0149 eV. The energy above the lowest of the compared OMol25 structures with the same formula, charge and spin comes out at 33.5 kJ/mol.

Each line ends with the Mulliken charge.
Geometry (Å):
Ba 0.137 -0.490 -0.565  -0.535
C -3.413 -5.573 -1.461  -1.187
N -2.943 -4.205 -1.495  0.426
C -3.018 -3.567 -2.789  -0.624
C -2.216 -3.642 -0.459  0.324
N -2.229 -2.379 -0.160  0.348
C -3.368 -1.575 -0.581  -0.774
C -3.766 -0.641 0.554  -1.493
N -2.877 0.518 0.715  1.573
C -3.102 1.068 2.064  -1.689
C -2.362 2.356 2.396  -0.613
N -0.928 2.142 2.417  0.455
C -0.142 3.083 2.805  0.010
N -0.512 4.418 2.947  0.384
C -1.197 5.118 1.885  -0.975
C -0.005 5.243 4.020  -1.154
N 1.159 2.811 3.159  0.042
C 1.536 1.426 3.386  -1.038
C 2.221 3.615 2.572  -0.967
C -3.192 1.513 -0.317  -1.145
C -2.014 2.419 -0.698  -0.829
N -1.253 1.952 -1.845  0.791
C -1.343 2.617 -2.945  0.063
N -2.381 3.478 -3.281  0.584
C -3.763 3.136 -3.043  -1.143
C -2.137 4.774 -3.876  -1.257
N -0.346 2.560 -3.887  0.312
C -0.645 2.516 -5.302  -1.012
C 0.966 2.083 -3.515  -0.860
N -1.529 -4.541 0.310  0.175
C -1.143 -4.165 1.661  -0.874
C -0.581 -5.447 -0.327  -0.910
H -4.444 -5.606 -1.825  0.359
H -3.385 -5.948 -0.442  0.369
H -2.814 -6.237 -2.095  0.349
H -2.504 -4.178 -3.543  0.391
H -2.547 -2.593 -2.761  -0.156
H -4.055 -3.438 -3.112  0.218
H -4.232 -2.205 -0.826  0.508
H -3.150 -0.990 -1.484  0.067
H -3.748 -1.220 1.480  0.374
H -4.805 -0.298 0.408  0.539
H -2.830 0.298 2.789  0.152
H -4.182 1.267 2.192  0.517
H -2.717 2.700 3.377  0.694
H -2.684 3.128 1.690  0.087
H -2.229 5.382 2.144  0.247
H -1.207 4.510 0.983  0.128
H -0.661 6.045 1.655  0.392
H 0.694 6.008 3.661  0.362
H 0.508 4.623 4.750  0.339
H -0.832 5.758 4.518  0.356
H 0.792 0.944 4.016  0.642
H 2.492 1.417 3.912  0.430
H 1.635 0.864 2.453  0.056
H 1.877 4.627 2.378  0.416
H 2.559 3.171 1.629  0.105
H 3.068 3.662 3.261  0.304
H -4.057 2.117 0.003  0.213
H -3.501 0.976 -1.211  0.277
H -1.319 2.437 0.144  -0.097
H -2.371 3.445 -0.846  0.182
H -3.856 2.063 -2.900  0.329
H -4.355 3.410 -3.921  0.363
H -4.194 3.648 -2.175  0.282
H -1.067 4.947 -3.954  0.340
H -2.571 5.565 -3.255  0.370
H -2.578 4.853 -4.876  0.358
H -0.074 3.273 -5.848  0.286
H -1.705 2.683 -5.472  0.359
H -0.390 1.534 -5.716  0.222
H 1.711 2.550 -4.164  0.348
H 1.068 0.999 -3.606  0.105
H 1.179 2.338 -2.481  0.138
H -1.952 -3.604 2.128  0.299
H -0.229 -3.571 1.646  -0.031
H -0.973 -5.081 2.231  0.349
H -0.828 -5.578 -1.379  0.358
H -0.606 -6.423 0.162  0.264
H 0.429 -5.033 -0.249  0.091
N -0.370 -0.898 2.165  3.484
C 0.214 -1.620 3.259  -0.720
C -0.438 -1.591 4.491  -0.551
C 0.052 -2.264 5.596  -0.741
C 1.218 -3.004 5.460  -0.784
C 1.871 -3.031 4.240  -0.877
C 1.415 -2.328 3.115  0.240
C 2.241 -2.408 1.865  1.957
C 3.630 -2.364 2.068  -0.788
C 4.521 -2.612 1.035  -0.877
C 4.014 -2.905 -0.220  -1.249
C 2.636 -2.874 -0.414  0.763
C 1.678 -2.611 0.581  -1.226
H -1.150 -1.432 1.777  -0.462
H -0.704 0.019 2.459  -1.035
H -1.356 -1.016 4.569  0.379
H -0.474 -2.223 6.541  0.434
H 1.616 -3.563 6.297  0.393
H 2.769 -3.627 4.139  0.556
H 4.023 -2.124 3.052  0.548
H 5.590 -2.562 1.209  0.419
H 4.685 -3.120 -1.045  0.382
H 2.301 -3.059 -1.438  0.075
C 1.404 -2.174 -3.930  -0.441
C 0.429 -1.577 -4.950  -0.576
C -0.748 -1.001 -4.297  0.203
N -1.683 -0.572 -3.783  -0.371
H 2.231 -2.654 -4.452  0.396
H 0.911 -2.931 -3.318  0.140
H 1.828 -1.404 -3.283  -0.021
H 0.074 -2.335 -5.650  0.502
H 0.912 -0.793 -5.535  0.307
I 8.970 0.149 0.918  0.059
C 6.961 0.354 0.367  -0.205
C 6.581 0.064 -0.936  -0.527
C 5.246 0.183 -1.289  -0.424
C 4.306 0.595 -0.356  -0.132
C 4.704 0.887 0.941  -0.068
C 6.035 0.765 1.312  -0.668
C 2.850 0.659 -0.717  0.366
O 2.470 0.159 -1.811  -0.234
O 2.038 1.153 0.115  -0.561
H 7.315 -0.260 -1.661  0.404
H 4.915 -0.062 -2.290  0.445
H 3.955 1.181 1.663  0.607
H 6.343 0.974 2.328  0.419

Cartesian forces, eV/Å:
-0.459 -0.149 0.235
-0.014 0.025 0.007
0.033 -0.021 -0.024
-0.026 -0.016 0.011
-0.051 -0.037 0.030
0.000 0.044 -0.076
0.012 -0.053 0.064
-0.051 0.013 -0.019
0.046 0.011 -0.018
-0.087 0.033 -0.039
0.062 0.018 0.004
0.008 -0.065 -0.008
0.017 0.017 -0.053
-0.066 -0.013 0.019
-0.022 -0.002 0.021
0.025 0.021 0.018
-0.014 -0.022 0.077
-0.045 -0.003 -0.046
0.035 -0.004 -0.032
0.012 -0.022 0.048
-0.009 0.032 0.006
0.066 -0.036 -0.032
-0.033 0.043 -0.019
0.016 0.016 0.000
0.000 -0.005 -0.017
-0.013 -0.022 -0.001
-0.001 0.012 -0.007
-0.012 -0.003 0.025
0.002 -0.007 0.003
0.054 0.047 -0.008
-0.043 -0.005 -0.037
-0.014 -0.004 0.009
-0.001 -0.005 0.004
-0.005 -0.004 0.000
-0.003 0.001 -0.002
-0.008 -0.002 0.003
0.014 0.007 -0.012
0.000 0.005 -0.003
0.002 0.006 -0.013
0.016 0.011 0.006
0.010 0.001 0.002
0.008 0.009 0.013
0.015 -0.009 0.001
0.011 -0.003 -0.003
0.000 -0.026 0.015
0.016 0.023 -0.011
0.008 0.004 0.005
0.003 0.001 -0.021
0.004 -0.001 -0.007
0.004 -0.005 -0.003
-0.006 -0.004 -0.003
-0.005 -0.002 -0.012
-0.003 -0.014 0.021
0.008 -0.014 0.003
0.020 0.014 0.044
-0.002 -0.006 0.000
-0.015 -0.007 -0.001
-0.006 0.017 0.007
-0.004 -0.004 0.008
-0.014 -0.011 0.008
-0.004 0.014 0.006
-0.006 -0.007 0.003
0.002 0.016 -0.011
-0.003 -0.003 -0.003
0.002 0.002 -0.005
0.000 0.003 0.001
-0.003 0.000 -0.001
0.004 -0.001 -0.002
0.004 -0.005 -0.006
0.000 0.005 0.003
0.006 -0.001 -0.001
-0.001 0.003 0.003
-0.013 -0.024 -0.016
-0.010 -0.006 0.003
0.014 -0.007 0.002
-0.005 -0.041 -0.009
0.006 0.002 0.017
0.021 0.008 0.014
-0.005 -0.004 -0.013
-0.002 0.002 0.008
0.061 -0.091 -0.135
0.016 0.038 0.033
-0.022 0.032 -0.029
0.038 -0.034 0.004
-0.033 0.023 -0.002
0.000 0.006 0.012
-0.003 0.023 -0.028
0.129 -0.006 -0.025
-0.013 -0.009 0.002
-0.035 0.004 0.017
0.010 -0.004 0.047
0.004 0.025 -0.160
-0.024 0.078 0.042
0.014 0.030 0.019
0.022 0.004 -0.007
0.002 -0.003 0.003
0.001 0.000 -0.003
-0.004 0.001 -0.002
-0.004 0.006 -0.011
0.000 -0.009 -0.005
-0.001 -0.002 0.003
0.001 0.006 -0.002
-0.013 0.000 0.047
0.016 0.020 -0.026
0.029 -0.047 0.044
-0.036 0.038 -0.099
0.098 -0.023 0.053
-0.009 -0.012 -0.001
-0.004 0.011 0.001
-0.020 -0.027 0.011
0.003 0.004 -0.004
-0.014 0.019 0.003
-0.049 0.004 -0.012
0.055 -0.002 0.006
-0.007 0.001 0.001
0.027 -0.010 -0.004
-0.040 0.063 0.032
0.043 0.014 -0.004
-0.018 -0.008 0.009
-0.338 -0.101 -0.100
0.275 -0.038 -0.013
0.327 0.196 0.114
-0.002 0.000 0.002
-0.005 0.003 0.007
0.014 -0.008 -0.011
0.004 0.000 -0.008